C5H7NO | ωB97M-V/def2-TZVPD

Computed properties:
- HOMO energy (spin up / spin down) (eV) = -8.96 / -9.00

Element x y z (Å)
O: 1.953 0.656 -1.793
C: 1.118 0.394 -0.949
C: 1.474 -0.409 0.355
N: 0.297 -1.173 0.347
C: -0.749 -0.463 1.051
C: -1.374 0.344 -0.098
C: -0.304 0.476 -1.124
H: 2.358 -1.000 0.104
H: 1.655 0.227 1.228
H: -0.358 0.203 1.834
H: -1.463 -1.157 1.502
H: -1.884 1.287 0.151
H: -2.130 -0.319 -0.535
H: -0.593 0.933 -2.073

natural (NBO) atomic charge list, values in e, 2 entries: -0.52, 0.46


C37H42N4O9ReSSi | ωB97M-V/def2-TZVPD

Computed properties:
- HOMO energy (spin up / spin down) (eV) = -7.68 / -7.34
- spin multiplicity = 2
- ⟨S²⟩ = 0.754

Element x y z (Å)
Re: 0.091 -0.039 -0.226
C: -5.610 5.504 2.288
O: -4.551 4.760 2.870
C: -3.295 5.240 2.718
C: -2.983 6.427 2.067
C: -1.655 6.837 1.995
C: -0.637 6.056 2.503
C: -0.963 4.869 3.171
C: -2.276 4.474 3.289
N: 0.697 6.605 2.408
N: 1.705 5.885 2.299
C: 1.646 4.517 1.862
C: 2.468 3.646 2.513
C: 2.449 2.252 2.268
C: 1.593 1.757 1.342
O: 1.442 0.440 1.065
C: 0.821 2.655 0.574
N: 0.058 2.048 -0.390
C: -0.616 2.806 -1.229
C: -0.525 4.208 -1.184
C: 0.207 4.823 -0.211
C: 0.870 4.036 0.759
H: -6.521 4.966 2.525
H: -5.498 5.567 1.203
H: -5.665 6.511 2.708
H: -3.753 7.038 1.620
H: -1.398 7.770 1.506
H: -0.186 4.266 3.618
H: -2.542 3.564 3.812
H: 3.103 4.050 3.293
H: 3.081 1.570 2.823
H: -1.250 2.315 -1.951
H: -1.040 4.785 -1.940
H: 0.298 5.900 -0.195
C: -0.756 0.333 -5.015
C: -1.061 -0.709 -3.941
C: -2.039 -1.759 -4.445
O: 0.118 -1.386 -3.556
C: -1.714 -0.008 -2.744
O: -2.566 0.830 -2.894
O: -1.297 -0.410 -1.537
H: -0.559 -0.171 -5.963
H: 0.132 0.905 -4.736
H: -1.593 1.017 -5.139
H: -1.610 -2.254 -5.318
H: -2.984 -1.291 -4.724
H: -2.223 -2.510 -3.675
H: 0.628 -0.821 -2.943
O: -1.400 0.322 1.165
N: -1.414 -0.185 2.411
O: -0.495 -0.887 2.685
C: 3.964 -0.847 -0.255
Si: 3.075 -0.603 -1.876
C: 3.829 0.826 -2.797
C: 3.273 -2.124 -2.947
O: 1.470 -0.283 -1.648
H: 4.824 -1.513 -0.380
H: 3.302 -1.274 0.502
H: 4.329 0.108 0.136
H: 4.894 0.657 -2.987
H: 3.727 1.762 -2.239
H: 3.332 0.952 -3.765
H: 4.208 -2.067 -3.512
H: 2.454 -2.202 -3.671
H: 3.299 -3.046 -2.358
O: 0.094 -2.139 0.076
S: 1.098 -3.249 -0.250
C: 0.834 -4.418 1.080
C: 1.419 -3.883 2.363
C: 0.601 -3.676 3.463
C: 1.130 -3.181 4.648
C: 2.479 -2.877 4.733
C: 3.304 -3.070 3.629
C: 2.775 -3.572 2.451
C: 0.379 -4.171 -1.624
C: -0.944 -4.828 -1.347
C: -1.072 -6.207 -1.470
C: -2.288 -6.831 -1.225
C: -3.387 -6.079 -0.836
C: -3.267 -4.700 -0.706
C: -2.057 -4.073 -0.970
H: 1.317 -5.345 0.759
H: -0.243 -4.565 1.145
H: -0.460 -3.884 3.389
H: 0.481 -3.021 5.499
H: 2.890 -2.481 5.654
H: 4.358 -2.828 3.687
H: 3.419 -3.709 1.587
H: 1.154 -4.890 -1.900
H: 0.288 -3.422 -2.413
H: -0.213 -6.799 -1.770
H: -2.375 -7.905 -1.336
H: -4.334 -6.564 -0.638
H: -4.119 -4.106 -0.401
H: -1.972 -2.996 -0.881

Löwdin atomic charge list, values in e, 2 entries: 1.69, -0.08


C26H31N3O3S | ωB97M-V/def2-TZVPD

Computed properties:
- HOMO energy (eV) = -7.77
- SMILES = COc1ccc(/C=C2\Sc3ccc(C(=O)NCCN4CCCCCC4)cc3N(C)C2=O)cc1

Element x y z (Å)
C: 9.490 1.217 -0.044
H: 10.502 1.334 -0.430
O: 8.914 0.177 -0.797
C: 7.629 -0.180 -0.541
C: 6.817 0.391 0.433
C: 5.517 -0.047 0.601
C: 4.985 -1.064 -0.192
C: 5.827 -1.656 -1.145
C: 7.116 -1.219 -1.325
H: 7.760 -1.665 -2.067
H: 5.445 -2.458 -1.759
C: 3.633 -1.553 -0.078
C: 2.523 -0.937 0.381
C: 1.275 -1.725 0.413
O: 1.324 -2.942 0.351
N: 0.062 -1.087 0.522
C: -0.143 0.289 0.425
C: -1.408 0.793 0.124
C: -1.651 2.160 0.067
C: -0.612 3.056 0.293
C: 0.647 2.576 0.584
C: 0.886 1.208 0.648
S: 2.525 0.700 1.027
H: 1.470 3.250 0.763
H: -0.805 4.114 0.230
C: -3.000 2.700 -0.283
O: -3.149 3.695 -0.965
N: -4.035 2.002 0.242
H: -3.847 1.207 0.828
C: -5.413 2.316 -0.051
H: -5.425 3.336 -0.440
H: -5.996 2.277 0.873
C: -6.031 1.381 -1.116
N: -6.192 -0.011 -0.765
C: -7.086 -0.249 0.345
C: -7.613 -1.685 0.392
H: -7.979 -1.970 -0.594
C: -6.577 -2.694 0.888
H: -7.091 -3.544 1.342
H: -5.988 -2.224 1.679
C: -5.644 -3.235 -0.201
C: -5.247 -2.215 -1.272
H: -6.037 -2.129 -2.018
H: -4.356 -2.586 -1.781
C: -4.979 -0.803 -0.738
H: -4.254 -0.316 -1.395
H: -4.542 -0.869 0.273
H: -6.126 -4.077 -0.702
H: -4.743 -3.622 0.282
H: -8.462 -1.694 1.079
H: -7.935 0.429 0.226
H: -6.610 -0.025 1.320
H: -7.022 1.775 -1.361
H: -5.417 1.433 -2.018
H: -2.206 0.110 -0.113
C: -1.099 -1.952 0.616
H: -0.743 -2.944 0.889
H: -1.774 -1.580 1.387
H: -1.625 -2.026 -0.338
H: 3.469 -2.557 -0.452
H: 4.925 0.389 1.389
H: 7.188 1.176 1.074
H: 8.944 2.156 -0.173
H: 9.536 0.964 1.020

natural (NBO) atomic charge list, values in e, 2 entries: -0.25, 0.20


C20H23N5O2 | ωB97M-V/def2-TZVPD

Computed properties:
- HOMO energy (eV) = -8.60
- SMILES = CCOC(=O)c1cnc(-n2nc(C)cc2C)nc1NCCc1ccccc1

Element x y z (Å)
C: -3.104 -1.907 -3.544
C: -1.785 -1.333 -4.041
H: -1.949 -0.466 -4.685
H: -1.217 -2.098 -4.580
O: -0.989 -0.846 -2.960
C: -0.215 -1.752 -2.317
O: -0.167 -2.913 -2.645
C: 0.551 -1.190 -1.200
C: 1.421 -2.042 -0.525
N: 2.148 -1.688 0.516
C: 1.998 -0.425 0.922
N: 1.211 0.479 0.377
C: 0.485 0.140 -0.690
N: -0.258 1.106 -1.242
H: -0.905 0.828 -1.964
C: -0.468 2.374 -0.586
H: 0.485 2.701 -0.168
H: -0.811 3.085 -1.340
C: -1.501 2.257 0.551
C: -2.755 1.602 0.050
C: -2.937 0.231 0.189
C: -4.065 -0.387 -0.321
C: -5.025 0.358 -0.984
C: -4.852 1.724 -1.131
C: -3.724 2.340 -0.619
H: -3.596 3.407 -0.733
H: -5.600 2.311 -1.645
H: -5.906 -0.124 -1.383
H: -4.194 -1.453 -0.201
H: -2.190 -0.355 0.706
H: -1.056 1.663 1.349
H: -1.713 3.256 0.933
N: 2.719 -0.013 2.020
C: 3.645 -0.710 2.759
C: 4.071 0.150 3.734
C: 3.355 1.356 3.525
N: 2.554 1.238 2.495
C: 3.446 2.610 4.315
H: 2.766 3.349 3.902
H: 4.463 3.000 4.286
H: 3.186 2.420 5.355
H: 4.795 -0.045 4.499
C: 4.051 -2.108 2.487
H: 3.196 -2.776 2.560
H: 4.810 -2.408 3.205
H: 4.448 -2.202 1.478
H: 1.523 -3.068 -0.854
H: -3.709 -2.213 -4.393
H: -3.646 -1.161 -2.966
H: -2.915 -2.773 -2.916

natural (NBO) atomic charge list, values in e, 2 entries: -0.64, -0.07